55
Properties=species:S:1:pos:R:3:lowdin_charge:R:1 method="wB97M-V/def2-TZVPD" gap_ha=0.2456 e_tot_ha=-2065.70791 total_charge=-1
C 0.9854 -0.1714 4.0446 -0.11
C 2.0744 0.8709 3.3197 -0.21
N 2.0552 0.5220 1.8487 -0.16
C 3.3967 0.0513 1.3332 -0.18
C 3.2699 -1.6120 1.2081 -0.15
B 2.3730 -2.0696 -0.1247 -0.03
C 0.7095 -2.1378 -0.1193 -0.41
O -0.0238 -2.5752 0.9154 -0.17
O 0.0041 -1.6298 -1.3364 -0.30
C 1.4359 1.6020 0.9908 -0.27
C -0.1446 1.3327 0.5151 -0.01
O 2.0399 2.7508 0.6332 -0.07
H 0.2007 0.4588 4.6458 0.06
H 1.5173 -0.9445 4.7513 0.07
H 0.3857 -0.7140 3.1664 0.08
H 3.1270 0.8050 3.8332 0.12
H 1.6399 1.9673 3.4685 0.12
H 3.5081 0.4420 0.2274 0.13
H 4.3153 0.3415 2.0027 0.12
H 4.3618 -2.0093 1.0532 0.08
H 2.8135 -2.0496 2.2197 0.11
H 2.8962 -2.3690 -1.1608 0.04
H -0.8336 2.2327 0.8367 0.07
H -0.0952 1.1611 -0.6473 0.09
H -0.5585 0.3375 0.9992 0.08
O -3.8449 4.6014 3.2814 -0.29
S -3.8728 4.4034 1.8472 0.62
O -2.6653 4.2056 1.0756 -0.28
O -4.7429 5.5986 1.1639 -0.27
C -4.3807 6.9453 1.4341 -0.28
C -3.1646 7.3639 0.6294 -0.08
C -4.9934 3.0754 1.4827 -0.12
H -4.2183 7.0976 2.5064 0.12
H -5.2321 7.5701 1.1451 0.12
H -2.2712 6.8244 0.9577 0.07
H -2.9738 8.4347 0.7442 0.08
H -3.3059 7.1387 -0.4327 0.09
H -5.9267 3.2400 2.0243 0.07
H -4.5293 2.1422 1.8095 0.08
H -5.1680 3.0463 0.4057 0.08
O 2.2197 -3.9308 -5.3566 -0.31
S 1.6581 -4.0943 -4.0319 0.63
O 2.4873 -4.1538 -2.8481 -0.30
O 0.6554 -5.3776 -4.0359 -0.27
C 1.1546 -6.6311 -4.4803 -0.29
C 2.0087 -7.2955 -3.4171 -0.08
C 0.4205 -2.8452 -3.7857 -0.14
H 1.7062 -6.5199 -5.4198 0.11
H 0.2869 -7.2656 -4.6890 0.12
H 2.9337 -6.7359 -3.2494 0.07
H 2.2786 -8.3123 -3.7165 0.07
H 1.4770 -7.3347 -2.4608 0.09
H -0.2399 -2.8241 -4.6545 0.07
H 0.9277 -1.8839 -3.6762 0.07
H -0.1383 -3.0761 -2.8770 0.05

50
Properties=species:S:1:pos:R:3:lowdin_charge:R:1 method="wB97M-V/def2-TZVPD" gap_ha=0.2757 e_tot_ha=-1686.31989 de_lowest_kcal_mol=0.00 total_charge=+3
Ir 0.0671 0.5380 -0.3300 1.08
C 1.4968 3.1049 -0.2347 -0.15
C 1.0622 3.0065 -1.6969 -0.14
N -0.0429 2.0062 -1.8420 -0.18
C -1.3968 2.6279 -1.6918 -0.15
C -2.4055 1.5113 -1.5727 -0.15
N -2.0330 0.6389 -0.4110 -0.18
C -2.6109 1.1165 0.8997 -0.14
C -1.6087 1.0761 2.0497 -0.16
C -1.0367 -0.3152 2.3090 -0.15
N 0.1582 -0.5806 1.4414 -0.19
C 1.4598 -0.2233 2.0869 -0.14
C 2.5371 -0.2517 1.0231 -0.15
N 2.1449 0.6712 -0.0841 -0.19
C 2.5677 2.0958 0.1672 -0.15
H 0.6110 3.0136 0.4222 0.10
H 1.8940 4.1007 -0.0322 0.15
H 1.8960 2.6984 -2.3288 0.14
H 0.7100 3.9677 -2.0715 0.14
H -0.0022 1.6194 -2.7837 0.14
H -1.6185 3.2665 -2.5480 0.15
H -1.3855 3.2625 -0.8024 0.13
H -2.3815 0.8920 -2.4716 0.14
H -3.4206 1.8921 -1.4601 0.15
H -2.4255 -0.2767 -0.6156 0.11
H -3.4808 0.5031 1.1360 0.15
H -2.9681 2.1365 0.7616 0.13
H -2.1129 1.4393 2.9463 0.15
H -0.7897 1.7926 1.8734 0.10
H -1.7841 -1.0745 2.0712 0.13
H -0.7542 -0.4506 3.3533 0.14
H 0.1848 -1.5839 1.2747 0.09
H 1.6918 -0.9277 2.8873 0.15
H 1.3571 0.7644 2.5412 0.14
H 2.6331 -1.2555 0.6057 0.12
H 3.5062 0.0274 1.4379 0.15
H 2.6150 0.3543 -0.9291 0.12
H 3.4863 2.2857 -0.3886 0.15
H 2.8024 2.2037 1.2254 0.13
S 0.1894 -1.2893 -1.6982 0.70
C -0.0601 -2.8377 -0.8701 -0.99
N 0.8535 -3.7610 -0.9496 0.00
C 0.4630 -5.1463 -0.6180 -0.13
C -1.0653 -5.1587 -0.4496 -0.32
S -1.6034 -3.4066 -0.4238 1.04
H 1.7809 -3.5517 -1.3036 0.17
H 0.9657 -5.4429 0.3028 0.14
H 0.8046 -5.8047 -1.4146 0.15
H -1.3642 -5.6348 0.4801 0.10
H -1.5873 -5.6400 -1.2735 0.10

50
Properties=species:S:1:pos:R:3:lowdin_charge:R:1 method="wB97M-V/def2-TZVPD" gap_ha="0.1195 / 0.1552" e_tot_ha=-3269.73472 spin_multiplicity=2 total_charge=+3 s2=0.879
I -2.1514 3.3491 -1.9950 0.25
I -1.8510 5.1513 0.1311 0.31
V 1.1722 -0.1252 -0.5016 0.30
P 2.9273 0.9449 -1.7260 0.80
C 2.4971 2.6032 -2.3105 -0.21
C 4.3634 1.2582 -0.6275 -0.20
H 3.9008 -0.9470 -2.8804 0.07
H 4.6444 0.5921 -3.4418 0.09
H 2.9962 0.1216 -3.9981 0.07
C 3.7070 0.1043 -3.1586 -0.18
H 4.6573 0.3176 -0.1360 0.04
H 5.1993 1.6660 -1.2070 0.09
H 3.3319 3.0518 -2.8650 0.10
H 2.2260 3.2329 -1.4572 0.05
H 4.0591 1.9736 0.1468 0.07
H 1.6173 2.5228 -2.9598 0.06
C 0.7847 1.5913 0.0514 -0.21
O 0.6210 2.6924 0.4324 0.10
Cl 2.5263 -1.4022 0.7442 0.39
C 0.2138 -0.1432 3.1653 -0.08
C -0.6076 -1.1579 2.3524 -0.50
C -1.9110 -1.5219 3.0636 -0.06
P -0.8162 -0.6123 0.6093 1.11
C -0.5551 -2.1104 -0.4640 -0.51
C -1.6999 -3.1244 -0.3270 -0.03
C -0.2730 -1.6362 -1.9016 -0.06
C -2.3509 0.3635 0.3466 -0.52
C -3.6289 -0.4743 0.2762 -0.06
C -2.4479 1.5032 1.3711 -0.11
H -0.1974 0.8713 3.1154 0.09
H 1.2480 -0.1179 2.8215 0.04
H 0.2147 -0.4626 4.2182 0.12
H 0.0008 -2.0685 2.2443 0.11
H -2.5685 -0.6594 3.2059 0.08
H -2.4619 -2.3183 2.5505 0.08
H -1.6470 -1.8983 4.0616 0.12
H 0.3283 -2.6381 -0.0872 0.08
H -2.6859 -2.6885 -0.5237 0.07
H -1.5491 -3.9428 -1.0436 0.12
H -1.7141 -3.5755 0.6734 0.11
H 0.4350 -0.7591 -2.0471 0.04
H 0.1610 -2.4775 -2.4698 0.14
H -1.2070 -1.3727 -2.3964 0.13
H -2.1827 0.8410 -0.6443 0.01
H -3.7315 -1.1349 1.1416 0.08
H -4.4943 0.2196 0.2715 0.12
H -3.6844 -1.0504 -0.6476 0.08
H -1.5795 2.1889 1.2782 0.02
H -3.3239 2.1105 1.1441 0.09
H -2.5127 1.1486 2.4001 0.08

53
Properties=species:S:1:pos:R:3:lowdin_charge:R:1 method="wB97M-V/def2-TZVPD" gap_ha=0.2623 e_tot_ha=-1813.23210 total_charge=+1
C 2.3052 -0.4911 -0.2273 -0.15
C 1.6563 -1.8109 -0.9784 -0.40
P 1.4362 -1.6161 -2.8640 0.88
C 0.9495 -3.2444 -3.7338 -0.40
C 0.1749 -2.7934 -5.1461 -0.18
O 2.7754 -0.8080 -3.6288 -0.58
S 2.0652 0.6604 -4.2329 1.02
O 3.1391 1.7661 -4.4029 -0.42
O 0.9118 1.0626 -3.0216 -0.50
N -0.0161 1.9177 -3.4851 -0.07
C -1.1228 1.8725 -2.4103 -0.22
C -2.5836 2.6062 -2.5543 -0.02
O -0.8784 1.2146 -1.2470 -0.07
C 0.5497 3.3439 -3.3200 -0.25
C 1.3453 3.7494 -1.9454 -0.02
O 0.3633 4.2921 -4.2793 0.00
H 1.4078 0.0456 0.3462 0.05
H 2.8764 0.2307 -0.9621 0.08
H 3.0220 -0.9140 0.6208 0.09
H 0.5650 -1.9598 -0.5230 0.09
H 2.2293 -2.8117 -0.7801 0.08
H 0.1579 -3.7868 -3.0313 0.10
H 1.9048 -3.8893 -3.9473 0.09
H -0.5595 -3.6671 -5.4045 0.08
H -0.4521 -1.7925 -5.0082 0.07
H 0.9856 -2.5888 -5.9651 0.08
H -3.0288 2.7607 -1.4588 0.10
H -3.3816 1.9156 -3.1112 0.11
H -2.4364 3.6444 -3.0828 0.10
H 2.1919 4.5111 -2.2147 0.11
H 0.5259 4.1914 -1.2025 0.11
H 1.8473 2.8588 -1.3763 0.08
C -0.0845 -0.4577 5.3237 0.02
N -1.2754 -0.8324 4.4391 -0.34
C -2.4847 -1.0579 5.3452 0.01
C -0.9696 -2.1236 3.7003 0.02
C -1.6246 0.3170 3.4553 -0.07
C -0.5264 0.6492 2.4291 -0.23
O 0.6738 1.0583 3.0708 -0.08
H -0.0445 -1.1629 6.1591 0.11
H 0.8386 -0.5493 4.7484 0.10
H -0.2315 0.5599 5.6970 0.12
H -2.2563 -1.8725 6.0388 0.11
H -3.3416 -1.3246 4.7188 0.11
H -2.6824 -0.1326 5.8944 0.11
H -0.0611 -1.9885 3.1073 0.10
H -1.8193 -2.3624 3.0546 0.12
H -0.8122 -2.9157 4.4379 0.11
H -1.8385 1.1948 4.0763 0.14
H -2.5416 0.0178 2.9339 0.14
H -0.8684 1.4748 1.7961 0.13
H -0.3101 -0.2044 1.7796 0.10
H 1.3342 1.2430 2.3727 0.11

Copy entry 1 word for word.
55
Properties=species:S:1:pos:R:3:lowdin_charge:R:1 method="wB97M-V/def2-TZVPD" gap_ha=0.2456 e_tot_ha=-2065.70791 total_charge=-1
C 0.9854 -0.1714 4.0446 -0.11
C 2.0744 0.8709 3.3197 -0.21
N 2.0552 0.5220 1.8487 -0.16
C 3.3967 0.0513 1.3332 -0.18
C 3.2699 -1.6120 1.2081 -0.15
B 2.3730 -2.0696 -0.1247 -0.03
C 0.7095 -2.1378 -0.1193 -0.41
O -0.0238 -2.5752 0.9154 -0.17
O 0.0041 -1.6298 -1.3364 -0.30
C 1.4359 1.6020 0.9908 -0.27
C -0.1446 1.3327 0.5151 -0.01
O 2.0399 2.7508 0.6332 -0.07
H 0.2007 0.4588 4.6458 0.06
H 1.5173 -0.9445 4.7513 0.07
H 0.3857 -0.7140 3.1664 0.08
H 3.1270 0.8050 3.8332 0.12
H 1.6399 1.9673 3.4685 0.12
H 3.5081 0.4420 0.2274 0.13
H 4.3153 0.3415 2.0027 0.12
H 4.3618 -2.0093 1.0532 0.08
H 2.8135 -2.0496 2.2197 0.11
H 2.8962 -2.3690 -1.1608 0.04
H -0.8336 2.2327 0.8367 0.07
H -0.0952 1.1611 -0.6473 0.09
H -0.5585 0.3375 0.9992 0.08
O -3.8449 4.6014 3.2814 -0.29
S -3.8728 4.4034 1.8472 0.62
O -2.6653 4.2056 1.0756 -0.28
O -4.7429 5.5986 1.1639 -0.27
C -4.3807 6.9453 1.4341 -0.28
C -3.1646 7.3639 0.6294 -0.08
C -4.9934 3.0754 1.4827 -0.12
H -4.2183 7.0976 2.5064 0.12
H -5.2321 7.5701 1.1451 0.12
H -2.2712 6.8244 0.9577 0.07
H -2.9738 8.4347 0.7442 0.08
H -3.3059 7.1387 -0.4327 0.09
H -5.9267 3.2400 2.0243 0.07
H -4.5293 2.1422 1.8095 0.08
H -5.1680 3.0463 0.4057 0.08
O 2.2197 -3.9308 -5.3566 -0.31
S 1.6581 -4.0943 -4.0319 0.63
O 2.4873 -4.1538 -2.8481 -0.30
O 0.6554 -5.3776 -4.0359 -0.27
C 1.1546 -6.6311 -4.4803 -0.29
C 2.0087 -7.2955 -3.4171 -0.08
C 0.4205 -2.8452 -3.7857 -0.14
H 1.7062 -6.5199 -5.4198 0.11
H 0.2869 -7.2656 -4.6890 0.12
H 2.9337 -6.7359 -3.2494 0.07
H 2.2786 -8.3123 -3.7165 0.07
H 1.4770 -7.3347 -2.4608 0.09
H -0.2399 -2.8241 -4.6545 0.07
H 0.9277 -1.8839 -3.6762 0.07
H -0.1383 -3.0761 -2.8770 0.05

Please write out number 2 again, unchanged.
50
Properties=species:S:1:pos:R:3:lowdin_charge:R:1 method="wB97M-V/def2-TZVPD" gap_ha=0.2757 e_tot_ha=-1686.31989 de_lowest_kcal_mol=0.00 total_charge=+3
Ir 0.0671 0.5380 -0.3300 1.08
C 1.4968 3.1049 -0.2347 -0.15
C 1.0622 3.0065 -1.6969 -0.14
N -0.0429 2.0062 -1.8420 -0.18
C -1.3968 2.6279 -1.6918 -0.15
C -2.4055 1.5113 -1.5727 -0.15
N -2.0330 0.6389 -0.4110 -0.18
C -2.6109 1.1165 0.8997 -0.14
C -1.6087 1.0761 2.0497 -0.16
C -1.0367 -0.3152 2.3090 -0.15
N 0.1582 -0.5806 1.4414 -0.19
C 1.4598 -0.2233 2.0869 -0.14
C 2.5371 -0.2517 1.0231 -0.15
N 2.1449 0.6712 -0.0841 -0.19
C 2.5677 2.0958 0.1672 -0.15
H 0.6110 3.0136 0.4222 0.10
H 1.8940 4.1007 -0.0322 0.15
H 1.8960 2.6984 -2.3288 0.14
H 0.7100 3.9677 -2.0715 0.14
H -0.0022 1.6194 -2.7837 0.14
H -1.6185 3.2665 -2.5480 0.15
H -1.3855 3.2625 -0.8024 0.13
H -2.3815 0.8920 -2.4716 0.14
H -3.4206 1.8921 -1.4601 0.15
H -2.4255 -0.2767 -0.6156 0.11
H -3.4808 0.5031 1.1360 0.15
H -2.9681 2.1365 0.7616 0.13
H -2.1129 1.4393 2.9463 0.15
H -0.7897 1.7926 1.8734 0.10
H -1.7841 -1.0745 2.0712 0.13
H -0.7542 -0.4506 3.3533 0.14
H 0.1848 -1.5839 1.2747 0.09
H 1.6918 -0.9277 2.8873 0.15
H 1.3571 0.7644 2.5412 0.14
H 2.6331 -1.2555 0.6057 0.12
H 3.5062 0.0274 1.4379 0.15
H 2.6150 0.3543 -0.9291 0.12
H 3.4863 2.2857 -0.3886 0.15
H 2.8024 2.2037 1.2254 0.13
S 0.1894 -1.2893 -1.6982 0.70
C -0.0601 -2.8377 -0.8701 -0.99
N 0.8535 -3.7610 -0.9496 0.00
C 0.4630 -5.1463 -0.6180 -0.13
C -1.0653 -5.1587 -0.4496 -0.32
S -1.6034 -3.4066 -0.4238 1.04
H 1.7809 -3.5517 -1.3036 0.17
H 0.9657 -5.4429 0.3028 0.14
H 0.8046 -5.8047 -1.4146 0.15
H -1.3642 -5.6348 0.4801 0.10
H -1.5873 -5.6400 -1.2735 0.10